No. 1
12
Properties=species:S:1:pos:R:3 method="wB97M-V/def2-TZVPD" e_above_lowest_ev=2.846 smiles=C#CC[C@H]1CO1 lumo_energy_ev=1.059 homo_energy_ev=-10.1
C -0.26 1.25 -2.04
C -0.69 1.02 -0.94
C -0.98 0.47 0.39
C -0.17 -0.81 0.45
C 1.25 -0.73 0.73
O 0.33 -1.26 1.68
H 0.14 1.43 -3.02
H -2.05 0.29 0.53
H -0.65 1.15 1.19
H -0.54 -1.59 -0.22
H 1.68 0.24 0.98
H 1.94 -1.45 0.27

=====

No. 2
41
Properties=species:S:1:pos:R:3 method="wB97M-V/def2-TZVPD" lumo_energy_ev="3.868 / 4.136" s2=8.8576 charge=-2 multiplicity=6 homo_energy_ev="2.4 / -2.4"
C 1.67 -1.73 2.28
I 1.78 -3.72 1.99
H 2.55 -1.31 2.78
H 1.57 -1.28 1.29
H 0.76 -1.44 2.80
C -4.10 -0.48 0.02
C -3.90 -0.61 1.35
N -2.55 -0.51 1.57
C -1.87 -0.32 0.39
N -2.86 -0.33 -0.56
H -5.01 -0.50 -0.59
H -4.61 -0.78 2.12
C 3.16 0.13 -2.50
C 1.62 0.44 -0.84
N 1.86 -0.11 -2.08
H 4.74 1.26 -1.48
N 2.79 1.11 -0.55
H 3.54 -0.26 -3.44
Fe -0.12 0.50 0.07
C 0.09 1.62 1.61
O 0.65 1.36 2.64
C 3.74 0.87 -1.53
C 3.11 1.90 0.61
H 3.99 2.49 0.34
H 3.37 1.26 1.46
H 2.29 2.56 0.88
C 0.90 -0.86 -2.87
H 1.45 -1.37 -3.67
H 0.16 -0.19 -3.34
H 0.37 -1.60 -2.25
C -2.67 -0.24 -2.00
H -3.19 -1.07 -2.47
H -1.62 -0.27 -2.27
H -3.11 0.69 -2.38
C -2.00 -0.72 2.91
H -1.39 -1.62 2.93
H -2.87 -0.85 3.55
H -1.43 0.13 3.24
O -2.44 3.70 -1.33
C -1.65 2.87 -1.00
N -0.86 2.04 -0.68

=====

No. 3
20
Properties=species:S:1:pos:R:3 method="wB97M-V/def2-TZVPD" e_above_lowest_ev=2.877 smiles="NCNC=O.O.O.O" lumo_energy_ev=0.693 homo_energy_ev=-9.4
N 1.67 -0.20 -1.89
C 0.51 0.71 -1.50
N 0.78 1.90 -0.80
C 0.36 2.09 0.54
O -0.46 1.30 1.02
H 2.28 0.10 -2.54
H 2.13 -0.74 -1.09
H -0.26 -0.04 -1.01
H -0.17 0.86 -2.50
H 1.53 2.61 -1.15
H 0.71 2.83 1.23
O -1.07 -0.79 2.22
H -0.39 -0.46 1.60
H -1.59 0.00 2.35
O 1.11 -2.81 1.30
H 0.26 -3.00 1.81
H 0.93 -3.18 0.47
O -2.58 -0.12 -0.29
H -3.48 -0.35 -0.25
H -2.29 -0.72 0.47

=====

No. 4
12
Properties=species:S:1:pos:R:3 method="wB97M-V/def2-TZVPD" e_above_lowest_ev=1.202 lumo_energy_ev=-6.562 charge=+1 homo_energy_ev=-13.4
Cl 3.36 1.47 1.31
N 1.93 0.59 1.23
C 1.65 -0.17 0.27
Br 2.77 -0.41 -1.35
N 0.69 -1.08 0.20
C -0.51 -1.29 -0.08
N -1.52 -0.35 -0.37
C -1.56 0.92 -0.06
Br -2.89 2.03 -0.66
H -0.85 -2.32 -0.16
H -2.30 -0.73 -0.92
H -0.79 1.33 0.59

=====

No. 5
120
Properties=species:S:1:pos:R:3 method="wB97M-V/def2-TZVPD" e_above_lowest_ev=0.224 smiles=c1ccccc1.c1ccccc1.c1ccccc1.c1ccccc1.c1ccccc1.c1ccccc1.c1ccccc1.c1ccccc1.c1ccccc1.c1ccccc1 lumo_energy_ev=0.642 homo_energy_ev=-8.9
C 1.63 2.86 2.79
C 2.12 4.16 2.41
C 1.68 4.69 1.20
C 0.90 3.94 0.36
C 0.51 2.67 0.68
C 0.87 2.13 1.91
H 1.91 2.45 3.75
H 2.75 4.77 3.04
H 1.97 5.72 0.83
H 0.56 4.37 -0.59
H -0.14 2.10 0.02
H 0.75 1.09 2.12
C -2.58 -4.03 4.39
C -1.69 -3.97 3.28
C -1.62 -4.94 2.27
C -2.72 -5.84 2.18
C -3.62 -5.91 3.26
C -3.55 -5.00 4.35
H -2.65 -3.24 5.16
H -0.87 -3.22 3.31
H -0.86 -4.82 1.56
H -2.90 -6.44 1.25
H -4.43 -6.66 3.13
H -4.32 -5.09 5.13
C 5.00 1.39 0.21
C 3.89 1.97 -0.35
C 3.60 1.82 -1.69
C 4.41 1.00 -2.49
C 5.52 0.51 -1.93
C 5.80 0.67 -0.57
H 5.29 1.51 1.23
H 3.20 2.60 0.18
H 2.76 2.30 -2.18
H 4.20 0.94 -3.57
H 6.29 0.03 -2.57
H 6.58 -0.02 -0.18
C 5.02 -4.10 0.10
C 5.07 -3.40 -1.10
C 3.89 -2.83 -1.57
C 2.70 -2.94 -0.82
C 2.62 -3.73 0.32
C 3.82 -4.21 0.82
H 5.82 -4.72 0.51
H 6.03 -3.28 -1.62
H 3.94 -2.33 -2.52
H 1.86 -2.45 -1.21
H 1.68 -3.88 0.85
H 3.82 -4.77 1.77
C 3.24 -0.27 -6.27
C 4.51 -0.79 -6.50
C 4.91 -1.90 -5.80
C 4.00 -2.58 -4.98
C 2.77 -2.05 -4.79
C 2.38 -0.89 -5.40
H 2.95 0.71 -6.64
H 5.19 -0.39 -7.21
H 5.92 -2.30 -5.88
H 4.33 -3.41 -4.39
H 2.15 -2.61 -4.10
H 1.52 -0.31 -5.09
C -2.95 0.92 2.44
C -3.12 2.27 2.50
C -2.41 3.00 3.47
C -1.64 2.28 4.41
C -1.44 0.94 4.30
C -2.06 0.20 3.27
H -3.47 0.33 1.65
H -3.75 2.73 1.74
H -2.49 4.12 3.41
H -0.98 2.75 5.11
H -0.78 0.51 5.00
H -1.91 -0.86 3.06
C -2.58 3.77 -2.10
C -3.89 3.67 -2.51
C -4.64 4.85 -2.60
C -4.12 6.12 -2.42
C -2.76 6.25 -2.14
C -2.00 5.07 -2.00
H -1.97 2.85 -1.99
H -4.30 2.68 -2.67
H -5.71 4.76 -2.71
H -4.77 7.00 -2.52
H -2.35 7.27 -2.08
H -0.93 5.18 -1.91
C -7.60 0.86 -2.19
C -8.29 2.03 -1.86
C -7.79 2.90 -0.84
C -6.58 2.60 -0.21
C -5.97 1.44 -0.49
C -6.46 0.55 -1.46
H -7.96 0.20 -3.01
H -9.19 2.24 -2.40
H -8.35 3.71 -0.39
H -6.20 3.20 0.60
H -5.00 1.28 0.07
H -6.03 -0.42 -1.68
C 4.20 -2.33 4.20
C 3.88 -1.59 3.08
C 2.60 -1.09 2.90
C 1.65 -1.25 3.91
C 2.03 -1.93 5.10
C 3.27 -2.40 5.24
H 5.21 -2.61 4.38
H 4.51 -1.42 2.25
H 2.41 -0.61 1.95
H 0.72 -0.74 3.82
H 1.32 -2.03 5.93
H 3.55 -2.92 6.15
C -0.61 -0.57 -0.62
C -1.59 -1.58 -0.38
C -2.11 -2.27 -1.46
C -1.57 -1.98 -2.71
C -0.60 -1.05 -2.92
C -0.16 -0.30 -1.88
H -0.32 0.10 0.23
H -1.96 -1.74 0.63
H -2.91 -3.06 -1.45
H -1.94 -2.51 -3.61
H -0.11 -0.86 -3.91
H 0.55 0.50 -2.03

=====

No. 6
60
Properties=species:S:1:pos:R:3 method="wB97M-V/def2-TZVPD" lumo_energy_ev=2.406 charge=-1 homo_energy_ev=-4.9
C 5.77 -1.04 -0.79
C 4.36 -1.61 -1.35
C 3.28 -1.44 -0.17
C 1.76 -1.20 -0.72
O 1.18 -0.20 0.16
C -0.25 -0.06 -0.03
C -0.40 1.47 -0.58
C 0.34 1.67 -2.00
C 0.14 3.15 -2.63
O 1.22 4.05 -2.25
C 1.02 4.50 -0.86
O -0.88 -0.80 -1.12
B -2.28 -1.12 -0.81
C -2.35 -2.74 -1.12
C -3.71 -3.25 -1.80
O -3.80 -3.58 -3.01
F -4.88 -3.35 -0.96
P -3.68 -0.46 -2.01
O -3.05 -0.45 -3.63
Cl -4.18 1.55 -1.57
O -2.42 -0.63 0.57
C -1.15 -0.47 1.28
C -1.38 0.62 2.42
C -0.05 1.19 3.10
C -0.06 2.75 3.57
N 1.06 0.53 3.35
C -0.95 -1.99 1.83
O 0.20 -2.54 1.78
N -2.06 -2.82 2.36
C -2.56 -2.34 3.65
O -2.02 -2.55 4.76
F -3.77 -1.54 3.68
H 6.64 -1.66 -1.20
H 5.85 -1.09 0.36
H 5.84 0.07 -1.06
H 4.52 -2.72 -1.65
H 3.96 -1.01 -2.26
H 3.33 -2.28 0.61
H 3.54 -0.46 0.39
H 1.81 -0.88 -1.82
H 1.24 -2.22 -0.68
H 0.14 2.12 0.20
H -1.50 1.80 -0.60
H 0.03 0.92 -2.80
H 1.47 1.53 -1.82
H -0.91 3.56 -2.43
H 0.22 3.02 -3.78
H 1.59 3.76 -0.17
H -0.10 4.36 -0.60
H 1.32 5.59 -0.70
H -1.51 -2.95 -1.90
H -2.13 -3.42 -0.23
H -3.57 -1.15 -4.11
H -2.08 0.30 3.26
H -1.89 1.53 1.90
H -1.13 3.15 3.48
H 0.73 3.38 3.04
H 0.15 2.71 4.72
H 0.91 -0.44 3.02
H -2.89 -2.83 1.73

=====

No. 7
13
Properties=species:S:1:pos:R:3 method="wB97M-V/def2-TZVPD" e_above_lowest_ev=1.687 lumo_energy_ev=0.994 homo_energy_ev=-9.7
O -0.98 -0.88 1.20
C -1.31 -0.54 -0.13
C -0.45 0.59 -0.65
N 0.94 0.13 -0.73
C 2.36 -0.12 1.62
O 1.58 0.54 2.14
H -0.02 -1.00 1.22
H -2.36 -0.23 -0.12
H -1.21 -1.40 -0.80
H -0.49 1.42 0.07
H -0.84 0.97 -1.61
H 1.13 -0.35 -1.60
H 1.56 0.94 -0.70

=====

No. 8
41
Properties=species:S:1:pos:R:3 method="wB97M-V/def2-TZVPD" e_above_lowest_ev=0.000 lumo_energy_ev=-0.023 homo_energy_ev=-6.8
Cu 0.23 -0.91 -0.52
N -0.46 -6.03 4.65
C -0.18 -5.33 3.74
C 0.13 -4.47 2.62
C -0.30 -4.64 1.30
C -0.23 -3.62 0.37
C 0.29 -2.37 0.75
C 0.94 -2.22 2.00
C 0.77 -3.28 2.93
H -0.68 -5.62 1.02
H -0.67 -3.70 -0.61
H 1.56 -1.36 2.28
H 1.14 -3.14 3.95
C -3.65 0.20 1.18
Sb -2.21 0.00 -0.44
C -2.50 1.65 -1.80
C -3.10 -1.39 -1.82
H -4.47 0.86 0.82
H -3.03 0.71 1.94
H -3.94 -0.83 1.51
H -3.55 1.99 -1.85
H -2.02 1.54 -2.78
H -1.94 2.48 -1.33
H -4.05 -0.93 -2.21
H -3.29 -2.28 -1.23
H -2.47 -1.67 -2.72
S 1.00 0.32 -2.27
C 1.85 1.67 -1.58
N 2.17 2.74 -2.31
C 2.96 3.86 -1.79
C 2.67 4.19 -0.32
C 2.82 2.85 0.42
N 2.17 1.75 -0.27
H 1.95 2.73 -3.29
H 2.75 4.69 -2.47
H 4.05 3.61 -1.89
H 1.64 4.60 -0.18
H 3.36 5.02 -0.03
H 2.44 2.83 1.45
H 3.92 2.63 0.57
H 1.96 0.88 0.23

=====

No. 9
20
Properties=species:S:1:pos:R:3 method="wB97M-V/def2-TZVPD" e_above_lowest_ev=5.268 lumo_energy_ev=0.575 homo_energy_ev=-9.4
O -0.98 1.90 -0.32
C -0.59 0.55 -0.34
C 0.90 0.54 -0.66
C 1.81 1.05 0.40
N 1.73 1.55 1.52
C -0.99 -0.33 0.87
C -1.30 -1.48 -0.12
C -1.38 -0.43 -1.25
H -1.93 1.95 -0.17
H 1.21 -0.49 -0.93
H 1.08 1.11 -1.59
H -0.25 -0.50 1.66
H -1.90 0.06 1.35
H -0.45 -2.17 -0.24
H -2.21 -2.07 0.08
H -2.40 -0.06 -1.39
H -0.94 -0.68 -2.22
O 3.08 -0.19 0.90
H 2.84 -0.97 0.40
H 2.66 0.66 2.04

=====

No. 10
12
Properties=species:S:1:pos:R:3 method="wB97M-V/def2-TZVPD" e_above_lowest_ev=4.626 smiles="O=[S@](=S)(NF)NC(Cl)Cl" lumo_energy_ev="-0.719 / -0.717" homo_energy_ev="-10.3 / -10.3"
O -0.48 0.61 2.03
S -0.88 0.48 0.13
S -1.87 1.77 -0.70
N -1.80 -0.96 -0.22
F -1.11 -2.07 0.14
N 0.51 -0.15 -0.58
C 1.64 0.29 0.04
Cl 2.88 -0.98 -0.35
Cl 2.16 1.94 -0.27
H -2.72 -0.99 0.30
H 0.26 -0.19 -1.58
H 1.42 0.23 1.05

=====

No. 11
88
Properties=species:S:1:pos:R:3 method="wB97M-V/def2-TZVPD" e_above_lowest_ev=1.159 lumo_energy_ev=-5.768 charge=+2 homo_energy_ev=-13.5
Pt 1.49 1.78 0.96
C -4.47 -1.27 -2.14
C -4.19 0.19 -2.46
N -2.80 0.58 -2.13
C -2.57 1.19 -0.98
C -1.32 1.56 -0.52
C -1.35 2.35 0.76
O -2.40 2.66 1.25
O -0.20 2.74 1.27
C -0.20 1.25 -1.31
O 1.03 1.51 -1.01
C -0.44 0.61 -2.59
C 0.62 0.32 -3.45
C 0.39 -0.27 -4.65
F 1.44 -0.49 -5.47
C -0.90 -0.65 -5.08
C -1.95 -0.37 -4.22
C -1.74 0.27 -2.99
N -1.16 -1.28 -6.30
C -2.21 -0.78 -7.18
C -3.02 -1.97 -7.69
N -2.10 -3.17 -7.78
C -0.72 -2.75 -8.20
C -0.09 -1.93 -7.07
H -5.50 -1.51 -2.40
H -4.33 -1.46 -1.08
H -3.81 -1.94 -2.70
H -4.84 0.84 -1.87
H -4.38 0.44 -3.50
H -3.42 1.44 -0.36
H 1.63 0.59 -3.18
H -2.94 -0.69 -4.49
H -1.78 -0.22 -8.01
H -2.86 -0.10 -6.64
H -3.44 -1.79 -8.68
H -3.83 -2.24 -7.01
H -2.48 -3.86 -8.43
H -2.04 -3.61 -6.86
H -0.84 -2.17 -9.11
H -0.14 -3.64 -8.42
H 0.61 -1.23 -7.52
H 0.47 -2.58 -6.40
C 2.93 3.02 0.02
C 3.69 2.52 1.14
C 3.88 3.21 2.37
C 4.33 2.51 3.45
C 4.60 1.11 3.34
C 4.47 0.44 2.14
C 4.02 1.15 1.02
C 5.02 0.39 4.50
N 5.32 -0.21 5.43
H 3.13 2.48 -0.90
H 2.69 4.06 -0.19
H 3.61 4.25 2.45
H 4.47 2.99 4.41
H 4.71 -0.61 2.07
H 3.93 0.65 0.06
C -0.80 0.58 6.13
C -1.00 1.44 4.89
C -2.47 1.69 4.62
C -0.23 2.74 4.98
O -0.57 0.67 3.69
P 0.85 0.33 3.15
O 0.72 -0.26 1.77
O 1.68 1.65 2.94
O 1.64 -0.39 4.29
C 1.73 -1.85 4.50
C 2.24 -2.00 5.92
C 2.72 -2.41 3.50
C 0.35 -2.47 4.34
H -1.18 1.12 7.00
H 0.25 0.36 6.29
H -1.36 -0.35 6.04
H -2.91 2.24 5.46
H -3.00 0.75 4.51
H -2.60 2.27 3.71
H -0.67 3.34 5.78
H -0.30 3.30 4.05
H 0.82 2.58 5.21
H 3.23 -1.56 6.02
H 2.31 -3.06 6.18
H 1.57 -1.51 6.63
H 3.67 -1.89 3.60
H 2.35 -2.30 2.48
H 2.88 -3.46 3.71
H -0.35 -2.07 5.08
H 0.43 -3.54 4.50
H -0.05 -2.30 3.34